--- a ---
# C24H56GeN3O7PS2Si3Ti

C24H56GeN3O7PS2Si3Ti as an isolated structure (ωB97M-V with the def2-TZVPD basis set, OMol25).

Atoms and positions in Å:
Ti1 -1.13 0.13 1.61
N1 -1.08 1.52 -0.16
C1 -1.73 2.83 0.02
C2 -2.37 2.96 1.40
O1 -3.05 3.95 1.67
N2 -2.11 1.91 2.19
C3 -2.83 1.77 3.43
C4 -3.14 0.28 3.67
O2 -3.84 -0.08 4.58
O3 -2.57 -0.52 2.80
H1 -0.11 1.67 -0.47
H2 -1.50 1.01 -0.93
H3 -2.50 3.00 -0.72
H4 -0.99 3.62 -0.11
H5 -3.76 2.35 3.43
H6 -2.25 2.12 4.29
C5 -4.73 0.02 0.69
Si1 -3.85 -0.85 -0.71
C6 -3.83 0.33 -2.19
C7 -4.98 -2.27 -1.22
Ge1 -1.79 -2.13 -0.48
Si2 -1.12 -2.52 -2.74
C8 -2.44 -3.23 -3.88
C9 0.30 -3.74 -2.64
C10 -0.49 -0.90 -3.46
Si3 -2.30 -4.09 0.79
C11 -0.68 -4.68 1.52
C12 -2.96 -5.41 -0.38
C13 -3.54 -3.76 2.15
H7 -5.73 0.28 0.33
H8 -4.24 0.94 1.02
H9 -4.83 -0.63 1.56
H10 -4.87 0.61 -2.39
H11 -3.44 -0.15 -3.09
H12 -3.28 1.26 -2.02
H13 -5.96 -1.88 -1.53
H14 -5.15 -2.96 -0.39
H15 -4.57 -2.85 -2.05
H16 -2.86 -4.15 -3.48
H17 -2.00 -3.45 -4.85
H18 -3.27 -2.53 -4.04
H19 -0.04 -4.71 -2.26
H20 1.07 -3.37 -1.96
H21 0.75 -3.90 -3.62
H22 -1.30 -0.20 -3.66
H23 0.03 -1.08 -4.41
H24 0.21 -0.42 -2.77
H25 0.07 -4.86 0.74
H26 -0.82 -5.60 2.09
H27 -0.26 -3.92 2.19
H28 -2.24 -5.64 -1.17
H29 -3.89 -5.10 -0.85
H30 -3.16 -6.34 0.17
H31 -3.22 -2.93 2.78
H32 -3.65 -4.65 2.77
H33 -4.52 -3.51 1.74
O4 1.70 0.57 4.69
C14 1.22 0.85 3.61
O5 0.18 0.31 3.08
C15 1.92 1.90 2.72
N3 0.90 2.81 2.09
C16 1.03 4.15 2.72
C17 2.53 4.24 2.96
C18 2.89 2.83 3.45
H34 2.39 1.36 1.90
H35 -0.06 2.42 2.17
H36 1.18 2.91 1.06
H37 0.46 4.15 3.65
H38 0.63 4.90 2.04
H39 3.03 4.46 2.01
H40 2.78 5.02 3.68
H41 2.73 2.73 4.53
H42 3.92 2.57 3.24
C19 3.73 -1.35 -1.27
C20 3.13 -0.59 -2.45
C21 4.15 -0.35 -3.55
O6 2.53 0.67 -2.09
P1 2.98 1.51 -0.76
S1 1.72 3.14 -0.89
S2 0.18 -1.34 0.22
O7 4.45 2.07 -1.37
C22 5.27 2.76 -0.44
C23 6.63 2.08 -0.40
C24 5.36 4.22 -0.85
H43 4.05 -2.34 -1.62
H44 2.99 -1.48 -0.48
H45 4.60 -0.83 -0.87
H46 2.30 -1.18 -2.85
H47 4.98 0.24 -3.16
H48 3.69 0.20 -4.37
H49 4.53 -1.30 -3.92
H50 4.82 2.70 0.56
H51 7.08 2.09 -1.39
H52 6.52 1.04 -0.08
H53 7.30 2.59 0.30
H54 5.82 4.30 -1.84
H55 5.97 4.78 -0.14
H56 4.36 4.66 -0.90

Output
Multiplicity   2
Molar mass   798.57 g/mol
Net charge   -1
Highest occupied orbital energy (spin up / spin down)   -5.052 / -5.219 eV
LUMO energy (spin up / spin down)   2.45 / 2.45 eV


--- b ---
# C24H56GeN3O7PS2Si3Ti

C24H56GeN3O7PS2Si3Ti as an isolated structure (ωB97M-V with the def2-TZVPD basis set, OMol25).

Atoms and positions in Å:
Ti1 -0.83 0.00 -0.76
N1 -0.40 -0.72 -2.76
C1 -1.16 -0.01 -3.82
C2 -2.34 0.67 -3.16
O1 -3.45 0.68 -3.66
N2 -1.94 1.26 -1.99
C3 -2.99 1.68 -1.06
C4 -2.71 0.78 0.13
O2 -2.64 1.28 1.34
O3 -2.64 -0.48 -0.05
H1 -0.78 -1.66 -2.67
H2 0.56 -0.90 -3.02
H3 -0.52 0.75 -4.26
H4 -1.50 -0.69 -4.59
H5 -2.91 2.72 -0.76
H6 -3.97 1.47 -1.49
C5 3.04 1.88 1.65
Si1 2.51 2.44 -0.08
C6 3.25 1.26 -1.33
C7 3.40 4.07 -0.36
Ge1 0.12 2.56 -0.22
Si2 -0.45 3.83 1.69
C8 0.79 5.18 2.04
C9 -0.57 2.82 3.28
C10 -2.12 4.66 1.45
Si3 -0.16 4.08 -2.03
C11 0.51 5.81 -1.69
C12 0.81 3.36 -3.48
C13 -1.91 4.43 -2.63
H7 4.01 2.34 1.90
H8 3.16 0.80 1.69
H9 2.32 2.18 2.41
H10 4.31 1.09 -1.10
H11 3.19 1.69 -2.34
H12 2.74 0.30 -1.31
H13 4.47 3.93 -0.13
H14 3.02 4.88 0.27
H15 3.33 4.39 -1.41
H16 1.75 4.76 2.36
H17 0.43 5.84 2.84
H18 0.98 5.79 1.15
H19 0.23 2.08 3.35
H20 -1.52 2.30 3.34
H21 -0.48 3.48 4.15
H22 -2.16 5.19 0.50
H23 -2.31 5.39 2.25
H24 -2.92 3.91 1.47
H25 1.52 5.78 -1.28
H26 -0.13 6.34 -0.98
H27 0.53 6.40 -2.62
H28 1.81 3.82 -3.55
H29 0.30 3.52 -4.44
H30 0.95 2.29 -3.35
H31 -2.51 4.91 -1.86
H32 -2.43 3.52 -2.95
H33 -1.86 5.11 -3.49
O4 2.36 -1.54 1.01
C14 1.31 -0.95 1.12
O5 0.76 -0.19 0.20
C15 0.58 -0.91 2.46
N3 -0.90 -0.80 2.34
C16 -1.39 -1.09 3.71
C17 -0.31 -1.96 4.41
C18 0.80 -2.12 3.36
H34 0.95 -0.01 2.95
H35 -1.20 -1.57 1.75
H36 -2.13 0.64 1.91
H37 -2.36 -1.58 3.64
H38 -1.53 -0.15 4.24
H39 -0.71 -2.92 4.73
H40 0.06 -1.45 5.30
H41 0.64 -3.02 2.76
H42 1.80 -2.16 3.78
C19 2.71 -4.22 -1.54
C20 1.99 -5.29 -0.75
C21 2.11 -5.06 0.74
O6 0.59 -5.46 -1.09
P1 -0.46 -4.39 -1.65
S1 -0.14 -3.88 -3.51
S2 -0.63 -2.92 -0.30
O7 -1.76 -5.31 -1.66
C22 -2.39 -6.10 -0.64
C23 -2.65 -5.35 0.65
C24 -1.62 -7.39 -0.42
H43 3.78 -4.28 -1.30
H44 2.36 -3.22 -1.26
H45 2.58 -4.35 -2.61
H46 2.42 -6.26 -1.00
H47 1.82 -4.04 0.99
H48 3.15 -5.20 1.05
H49 1.48 -5.76 1.30
H50 -3.35 -6.35 -1.10
H51 -1.72 -5.16 1.19
H52 -3.30 -5.97 1.27
H53 -3.13 -4.40 0.46
H54 -0.67 -7.19 0.09
H55 -1.40 -7.88 -1.37
H56 -2.21 -8.07 0.20

Output
Multiplicity   2
Molar mass   798.57 g/mol
Net charge   -1
Highest occupied orbital energy (spin up / spin down)   -4.599 / -4.498 eV
LUMO energy (spin up / spin down)   2.48 / 2.18 eV


It comes down to a, which is 195.9 kJ/mol more stable than the next structure.


--- a ---
# C5H6N2O2

C5H6N2O2 in the gas phase (ωB97M-V with the def2-TZVPD basis set, OMol25).

Atoms and positions in Å:
H1 0.73 2.67 -0.22
N1 -0.27 2.85 -0.31
C1 -0.93 1.77 -0.39
O1 -2.27 1.84 -0.41
C2 -0.45 0.40 -0.14
C3 -1.23 -0.70 0.03
O2 -0.44 -1.79 0.21
C4 0.85 -1.38 0.19
N2 1.78 -2.36 0.43
C5 0.92 -0.03 -0.01
H2 -2.52 2.41 0.36
H3 -2.30 -0.87 0.02
H4 1.54 -3.28 0.08
H5 2.74 -2.10 0.21
H6 1.83 0.56 -0.04

Output
Molar mass   126.11 g/mol
Highest occupied orbital energy   -8.094 eV
Structure (SMILES)   [H]/N=C(/O)c1coc(N)c1
LUMO energy   0.70 eV


--- b ---
# C5H6N2O2

C5H6N2O2 in the gas phase (ωB97M-V with the def2-TZVPD basis set, OMol25).

Atoms and positions in Å:
C1 3.00 -0.30 0.06
C2 1.54 0.35 -0.05
O1 1.38 1.56 -0.28
N1 0.52 -0.58 0.04
C3 -0.81 -0.18 0.01
N2 -1.76 -1.09 -0.18
C4 -2.97 -0.31 -0.18
C5 -2.56 1.06 0.07
O2 -1.21 1.10 0.14
H1 2.87 -1.18 -0.55
H2 3.07 -0.70 0.99
H3 3.59 0.41 -0.41
H4 0.57 -1.42 0.21
H5 -4.02 -0.61 -0.20
H6 -3.22 1.90 0.30

Output
Molar mass   126.11 g/mol
Highest occupied orbital energy   -8.692 eV
Structure (SMILES)   CC(=O)Nc1ncco1
LUMO energy   0.79 eV


It comes down to a, which is 101.8 kJ/mol more stable than the next structure.


--- a ---
# C5H6N2O2

C5H6N2O2 in the gas phase (ωB97M-V with the def2-TZVPD basis set, OMol25).

Atoms and positions in Å:
N1 0.85 -0.79 2.26
N2 1.01 -1.84 1.32
C1 0.66 -1.63 0.10
C2 0.03 -0.52 -0.46
C3 -0.60 -0.48 -1.69
O1 -0.98 0.77 -2.04
C4 -0.67 1.56 -1.02
O2 -1.18 2.82 -1.17
C5 0.06 0.89 -0.07
H1 -0.06 -0.33 2.27
H2 1.08 -1.22 3.14
H3 0.74 -2.49 -0.65
H4 -0.79 -1.35 -2.30
H5 -0.45 3.42 -0.64
H6 0.31 1.19 0.95

Output
Molar mass   126.11 g/mol
Highest occupied orbital energy   -8.188 eV
Structure (SMILES)   N/N=C\c1coc(O)c1
LUMO energy   0.45 eV


--- b ---
# C5H6N2O2

C5H6N2O2 in the gas phase (ωB97M-V with the def2-TZVPD basis set, OMol25).

Atoms and positions in Å:
C1 -1.02 -0.41 0.12
C2 0.66 -2.45 -0.99
C3 1.30 0.01 -0.34
C4 -2.20 0.07 0.56
C5 0.13 1.75 0.58
N1 1.41 -1.50 -0.88
N2 0.08 0.44 -0.14
O1 -0.04 -3.35 -0.87
O2 2.38 0.53 -0.27
H1 -2.50 1.01 0.88
H2 -2.99 -0.71 0.51
H3 0.21 1.50 1.59
H4 1.06 2.25 0.25
H5 -0.74 2.35 0.32
H6 2.26 -1.48 -1.32

Output
Molar mass   126.11 g/mol
Highest occupied orbital energy (spin up / spin down)   -7.273 / -7.271 eV
LUMO energy (spin up / spin down)   -0.51 / -0.51 eV


It comes down to a, which is 209.1 kJ/mol more stable than the next structure.


--- a ---
# C5H6N2O2

C5H6N2O2 in the gas phase (ωB97M-V with the def2-TZVPD basis set, OMol25).

Atoms and positions in Å:
C1 2.33 -1.40 -1.10
C2 0.90 -1.17 -0.65
O1 0.10 -2.09 -0.53
N1 0.58 0.08 -0.15
C3 -0.57 0.51 0.42
N2 -1.55 -0.26 0.95
C4 -2.46 0.70 1.33
C5 -2.06 1.96 1.05
O2 -0.76 1.79 0.45
H1 3.00 -1.00 -0.49
H2 2.45 -2.29 -1.63
H3 2.69 -0.64 -2.04
H4 1.04 0.83 -0.71
H5 -3.28 0.19 1.96
H6 -2.42 2.78 1.15

Output
Molar mass   126.11 g/mol
Highest occupied orbital energy   -8.707 eV
Structure (SMILES)   CC(=O)Nc1ncco1
LUMO energy   0.53 eV


--- b ---
# C5H6N2O2

C5H6N2O2 as an isolated structure (ωB97M-V with the def2-TZVPD basis set, OMol25).

Atoms and positions in Å:
C1 -2.22 0.40 -0.25
C2 -0.78 0.50 0.08
C3 0.01 1.67 0.09
C4 1.30 1.47 -0.10
C5 1.26 -0.80 0.11
H1 -2.82 -0.82 1.47
H2 -1.74 -1.85 -0.20
H3 -2.16 0.72 -1.41
H4 -2.62 1.46 0.39
H5 -0.39 2.65 0.25
H6 2.12 2.24 -0.13
N1 -2.75 -1.01 0.01
N2 -0.13 -0.56 0.07
O1 2.06 0.30 0.06
O2 1.73 -1.91 -0.12

Output
Molar mass   126.11 g/mol
Highest occupied orbital energy   -9.830 eV
LUMO energy   -0.34 eV


It comes down to a, which is 320.8 kJ/mol more stable than the next structure.


--- a ---
# C5H10N3O

An isolated ion of composition C5H10N3O and charge +1 (ωB97M-V with the def2-TZVPD basis set, OMol25).

Atoms and positions in Å:
C1 -0.07 1.99 0.13
C2 -1.32 -0.19 -0.07
C3 -1.27 1.13 0.53
C4 1.18 0.10 -0.29
C5 1.79 -0.58 0.95
N1 1.00 1.49 -0.24
N2 -0.20 -0.72 -0.35
N3 -2.50 -0.76 -0.39
O1 1.83 -0.35 -1.41
H1 -0.34 3.03 0.05
H2 -1.03 1.07 1.58
H3 -2.23 1.69 0.39
H4 2.10 -1.59 0.50
H5 1.02 -0.76 1.90
H6 2.57 0.05 1.29
H7 -0.23 -1.58 -0.95
H8 -3.40 -0.52 -0.03
H9 -2.44 -1.76 -0.72
H10 1.73 0.44 -2.11

Output
Multiplicity   3
Molar mass   128.16 g/mol
Net charge   +1
Highest occupied orbital energy (spin up / spin down)   -9.829 / -15.183 eV
LUMO energy (spin up / spin down)   -3.05 / -7.51 eV


--- b ---
# C5H10N3O

A 2-piece molecular cluster, C5H10N3O overall (ωB97M-V with the def2-TZVPD basis set, OMol25).

Atoms and positions in Å:
C1 -1.16 -1.88 0.07
C2 2.48 0.29 -0.36
C3 -0.32 -0.01 0.99
C4 -0.80 0.37 -0.41
C5 -1.97 1.33 -0.42
N1 -1.19 -0.97 -0.93
N2 -0.73 -1.31 1.20
N3 3.55 0.40 0.34
O1 1.84 0.63 -1.28
H1 -1.19 -2.91 -0.03
H2 -0.33 0.75 1.85
H3 -0.07 0.66 -1.16
H4 -2.53 1.05 0.38
H5 -2.51 1.19 -1.40
H6 -1.54 2.25 -0.48
H7 -0.93 -1.11 -1.90
H8 -0.76 -1.65 2.16
H9 3.76 -0.15 1.16
H10 4.38 1.08 0.21

Output
Multiplicity   3
Molar mass   128.16 g/mol
Net charge   +1
Highest occupied orbital energy (spin up / spin down)   -10.333 / -14.490 eV
LUMO energy (spin up / spin down)   -3.52 / -4.74 eV


It comes down to b, which is 183.9 kJ/mol more stable than the next structure.


--- a ---
# C5H20O5

C5H20O5 as an isolated structure (ωB97M-V with the def2-TZVPD basis set, OMol25).

Atoms and positions in Å:
C1 -19.49 -4.72 -3.85
O1 -20.54 -4.78 -4.82
H1 -19.81 -4.85 -2.81
H2 -18.83 -5.56 -4.06
H3 -18.89 -3.81 -3.78
H4 -20.85 -5.69 -4.75
C2 -22.55 -5.37 -7.20
O2 -21.68 -6.15 -8.09
H5 -22.54 -5.91 -6.25
H6 -22.19 -4.38 -6.94
H7 -23.61 -5.44 -7.47
H8 -21.82 -7.04 -7.76
C3 -19.70 -6.88 -11.17
O3 -19.65 -6.21 -12.41
H9 -19.01 -7.71 -11.32
H10 -19.31 -6.29 -10.35
H11 -20.62 -7.31 -10.79
H12 -18.75 -6.16 -12.72
C4 -19.35 -5.16 -7.47
O4 -19.77 -6.10 -8.39
H13 -19.73 -4.21 -7.85
H14 -19.71 -5.23 -6.45
H15 -18.26 -5.11 -7.42
H16 -20.73 -6.02 -8.42
C5 -19.67 -1.52 -6.51
O5 -20.08 -2.86 -6.72
H17 -18.78 -1.57 -5.88
H18 -19.48 -0.85 -7.36
H19 -20.44 -1.06 -5.90
H20 -20.31 -3.23 -5.86

Output
Molar mass   160.21 g/mol
Highest occupied orbital energy   -7.704 eV
LUMO energy   0.22 eV


--- b ---
# C5H20O5

A 5-piece molecular cluster, C5H20O5 overall (ωB97M-V with the def2-TZVPD basis set, OMol25).

Atoms and positions in Å:
C1 -0.85 -13.62 -34.32
O1 -1.84 -13.40 -35.32
H1 -0.82 -12.99 -33.44
H2 -1.00 -14.66 -34.02
H3 0.15 -13.82 -34.69
H4 -1.72 -12.58 -35.81
C2 1.53 -17.70 -38.56
O2 1.03 -16.71 -39.36
H5 0.76 -18.47 -38.66
H6 2.52 -17.91 -38.96
H7 1.41 -17.40 -37.52
H8 1.55 -15.91 -39.21
C3 6.39 -14.39 -39.96
O3 5.73 -15.15 -38.95
H9 7.47 -14.53 -39.90
H10 6.19 -14.70 -40.99
H11 6.25 -13.32 -39.79
H12 6.07 -16.05 -38.87
C4 4.27 -13.16 -33.05
O4 5.15 -13.85 -32.28
H13 4.57 -12.97 -34.08
H14 3.33 -13.70 -33.02
H15 4.16 -12.22 -32.52
H16 5.12 -14.71 -32.71
C5 3.27 -15.05 -36.67
O5 3.11 -15.13 -38.03
H17 3.56 -16.07 -36.42
H18 4.04 -14.31 -36.42
H19 2.30 -14.81 -36.24
H20 3.99 -14.98 -38.40

Output
Molar mass   160.21 g/mol
Highest occupied orbital energy   -9.605 eV
Structure (SMILES)   CO.CO.CO.CO.CO
LUMO energy   0.36 eV


It comes down to b, which is 385.9 kJ/mol more stable than the next structure.


--- a ---
# C8H8N4O4

A 2-piece molecular cluster, C8H8N4O4 overall (ωB97M-V with the def2-TZVPD basis set, OMol25).

Atoms and positions in Å:
O1 -1.29 3.74 -0.62
C1 -1.87 2.71 -0.38
C2 -2.84 2.60 0.76
C3 -3.34 1.40 1.07
N1 -3.01 0.26 0.34
C4 -2.37 0.34 -0.89
O2 -2.13 -0.53 -1.65
N2 -1.68 1.54 -1.01
H1 -3.25 3.48 1.36
H2 -4.00 1.18 1.97
H3 -3.78 -0.51 0.48
H4 -1.04 1.48 -1.78
O3 1.49 -2.31 -1.87
C5 1.80 -1.94 -0.73
C6 0.89 -0.87 -0.27
C7 1.34 -0.20 0.82
N3 2.61 -0.48 1.36
C8 3.31 -1.65 1.15
O4 4.19 -2.21 1.84
N4 2.94 -2.17 -0.07
H5 -0.13 -0.59 -0.71
H6 0.69 0.43 1.41
H7 2.48 -0.37 2.47
H8 3.34 -3.05 -0.28

Output
Molar mass   224.18 g/mol
Highest occupied orbital energy   -9.526 eV
Structure (SMILES)   O=c1cc[nH]c(=O)[nH]1.O=c1cc[nH]c(=O)[nH]1
LUMO energy   0.13 eV


--- b ---
# C8H8N4O4

A 2-piece molecular cluster, C8H8N4O4 overall (ωB97M-V with the def2-TZVPD basis set, OMol25).

Atoms and positions in Å:
O1 -4.35 -1.04 -1.77
C1 -3.63 -0.55 -0.92
C2 -3.15 0.83 -0.96
C3 -2.35 1.29 0.00
N1 -2.03 0.57 1.11
C4 -2.24 -0.78 1.18
O2 -1.74 -1.55 2.01
N2 -3.14 -1.30 0.17
H1 -3.35 1.35 -1.93
H2 -1.87 2.28 -0.13
H3 -1.19 0.96 1.66
H4 -3.54 -2.25 0.33
O3 3.83 -2.38 -0.55
C5 3.38 -1.23 -0.43
C6 4.04 0.10 -0.66
C7 3.41 1.18 -0.22
N3 2.18 1.15 0.33
C8 1.36 0.01 0.50
O4 0.19 0.04 1.00
N4 2.08 -1.07 0.04
H5 5.03 0.05 -1.17
H6 3.84 2.22 -0.25
H7 1.68 2.10 0.48
H8 1.56 -1.96 0.18

Output
Molar mass   224.18 g/mol
Highest occupied orbital energy   -9.072 eV
Structure (SMILES)   O=c1cc[nH]c(=O)[nH]1.O=c1cc[nH]c(=O)[nH]1
LUMO energy   -0.14 eV


It comes down to b, which is 73.1 kJ/mol more stable than the next structure.